Entry 1:
{
  "formula": "C44H39HfN6O11",
  "method": "the ωB97M-V functional and the def2-TZVPD basis",
  "total_charge": -1,
  "e_above_lowest_kcal_mol": 0.0,
  "mol_weight_g_mol": 1006.3,
  "fmax_ev_per_a": 1.15,
  "homo_lumo_gap_ha": 0.2254,
  "symbols": ["Hf", "O", "C", "O", "C", "C", "C", "C", "C", "N", "C", "O", "O", "H", "H", "H", "H", "O", "C", "C", "C", "C", "C", "C", "C", "O", "N", "O", "O", "H", "H", "H", "H", "C", "O", "C", "C", "C", "C", "C", "C", "N", "C", "N", "C", "C", "C", "C", "C", "C", "O", "C", "N", "C", "C", "C", "C", "C", "C", "O", "C", "H", "H", "H", "H", "H", "H", "H", "H", "H", "H", "H", "H", "H", "H", "H", "H", "H", "H", "H", "H", "H", "H", "C", "C", "C", "C", "C", "C", "C", "C", "N", "H", "H", "H", "H", "H", "H", "H", "H", "H"],
  "xyz": [[-1.33, -0.53, 0.43], [-1.69, 1.32, 4.69], [-2.19, 1.42, 3.45], [-1.88, 2.26, 2.66], [-3.27, 0.41, 3.20], [-4.20, 0.10, 4.18], [-5.25, -0.74, 3.85], [-5.33, -1.24, 2.57], [-4.34, -0.91, 1.66], [-3.32, -0.11, 1.97], [-4.34, -1.50, 0.25], [-5.24, -2.28, -0.03], [-3.37, -1.11, -0.48], [-0.87, 1.85, 4.71], [-4.09, 0.53, 5.17], [-6.00, -0.99, 4.59], [-6.12, -1.90, 2.24], [-2.06, -2.57, 1.69], [-1.86, -3.76, 1.53], [-1.30, -4.39, 0.36], [-1.22, -5.77, 0.32], [-0.79, -6.41, -0.81], [-0.46, -5.67, -1.97], [-0.52, -4.31, -1.95], [-0.91, -3.60, -0.77], [-0.89, -2.34, -0.76], [-0.71, -7.86, -0.84], [-0.33, -8.39, -1.87], [-1.02, -8.48, 0.16], [-2.13, -4.45, 2.35], [-1.51, -6.36, 1.19], [-0.16, -6.21, -2.85], [-0.29, -3.72, -2.82], [2.17, 4.89, -0.68], [2.46, 3.57, -1.09], [2.89, 3.36, -2.35], [3.37, 4.35, -3.19], [3.83, 4.03, -4.46], [3.80, 2.72, -4.91], [3.29, 1.73, -4.08], [2.83, 2.03, -2.80], [2.34, 1.01, -1.96], [1.03, 0.88, -1.55], [0.24, 1.91, -1.90], [-1.04, 2.29, -1.45], [-1.82, 1.56, -0.57], [-3.07, 2.14, -0.27], [-3.49, 3.35, -0.79], [-2.67, 4.07, -1.66], [-1.45, 3.53, -1.98], [-0.53, 4.14, -2.83], [-0.92, 5.36, -3.42], [0.63, -0.16, -0.88], [1.59, -1.20, -0.72], [2.17, -1.46, 0.51], [3.05, -2.52, 0.68], [3.36, -3.34, -0.39], [2.81, -3.08, -1.64], [1.93, -2.02, -1.81], [1.36, -1.68, -3.00], [1.79, -2.39, -4.15], [1.68, 4.81, 0.29], [1.50, 5.38, -1.39], [3.09, 5.48, -0.57], [3.41, 5.38, -2.85], [4.21, 4.81, -5.10], [4.16, 2.46, -5.90], [3.22, 0.70, -4.41], [2.88, 0.16, -1.92], [0.68, 2.60, -2.48], [-3.74, 1.62, 0.40], [-4.46, 3.75, -0.52], [-3.00, 5.02, -2.06], [-0.09, 5.67, -4.06], [-1.10, 6.13, -2.66], [-1.82, 5.24, -4.03], [1.91, -0.82, 1.35], [3.48, -2.71, 1.66], [4.03, -4.18, -0.27], [3.05, -3.73, -2.47], [1.27, -1.94, -4.99], [1.53, -3.45, -4.09], [2.87, -2.29, -4.29], [-0.14, -1.84, 4.30], [0.66, -0.58, 4.15], [1.47, -0.16, 5.20], [2.16, 1.04, 5.16], [2.04, 1.83, 4.02], [1.26, 1.44, 2.94], [1.19, 2.30, 1.71], [0.52, 0.22, 2.99], [-0.30, -0.11, 1.95], [0.50, -2.69, 4.56], [-0.66, -2.07, 3.37], [-0.89, -1.73, 5.08], [1.55, -0.80, 6.08], [2.78, 1.35, 5.99], [2.58, 2.77, 3.96], [1.68, 3.26, 1.89], [0.16, 2.46, 1.39], [1.71, 1.81, 0.87]],
  "lowdin_charge": [1.64, 0.11, -0.49, 0.13, -0.16, 0.01, -0.04, 0.01, -0.18, 0.10, -0.63, 0.03, -0.12, 0.13, 0.12, 0.11, 0.12, -0.05, -0.15, -0.10, 0.05, -0.16, 0.01, 0.02, -0.30, -0.13, -0.37, 0.04, 0.05, 0.14, 0.13, 0.12, 0.11, -0.05, -0.07, -0.24, -0.01, -0.09, -0.10, -0.01, -0.17, 0.16, -0.35, 0.17, -0.18, -0.14, -0.14, -0.10, -0.05, -0.22, -0.13, -0.10, 0.05, -0.24, 0.00, -0.08, -0.09, -0.03, -0.26, -0.09, -0.09, 0.08, 0.09, 0.09, 0.10, 0.10, 0.10, 0.11, 0.14, 0.11, 0.07, 0.09, 0.09, 0.09, 0.09, 0.09, 0.09, 0.10, 0.10, 0.10, 0.10, 0.08, 0.09, -0.05, -0.24, -0.09, -0.13, -0.09, -0.23, -0.05, -0.36, -0.17, 0.07, 0.03, 0.08, 0.10, 0.08, 0.10, 0.06, 0.06, 0.07]
}

=====

Entry 2:
{
  "formula": "C2H5BrN2S",
  "method": "the ωB97M-V functional and the def2-TZVPD basis",
  "smiles": "BrN1NCCS1",
  "total_charge": 0,
  "e_above_lowest_kcal_mol": 14.7,
  "mol_weight_g_mol": 169.0,
  "fmax_ev_per_a": 1.20,
  "homo_lumo_gap_ha": [0.2813, 0.2810],
  "symbols": ["Br", "N", "N", "C", "C", "S", "H", "H", "H", "H", "H"],
  "xyz": [[-0.92, 0.33, 2.86], [0.83, -0.01, 1.35], [0.68, 0.88, 0.38], [-0.26, 0.50, -0.66], [-0.05, -1.00, -0.85], [0.74, -1.53, 0.74], [0.63, 1.83, 0.72], [-0.05, 1.07, -1.56], [-1.29, 0.70, -0.33], [-0.97, -1.55, -0.99], [0.66, -1.23, -1.65]],
  "lowdin_charge": [0.05, -0.62, -0.17, -0.24, -0.38, 0.87, 0.13, 0.12, 0.11, 0.07, 0.07]
}